{"formula": "C6H8O2", "method": "the ωB97M-V functional and the def2-TZVPD basis", "species": ["C", "C", "O", "C", "C", "C", "O", "C", "H", "H", "H", "H", "H", "H", "H", "H"], "coordinates": [[-1.66149, 0.44020, -0.34604], [-1.59722, -0.91607, -0.12776], [-0.51688, -1.12929, 0.64542], [0.59698, -1.55971, -0.09023], [1.66034, -0.76298, -0.31460], [1.61471, 0.64288, 0.22707], [0.54594, 1.42083, -0.35873], [-0.72969, 1.54618, 0.22137], [-2.51062, 0.62320, -0.96804], [-2.30753, -1.71600, -0.33417], [0.71264, -2.56480, -0.32234], [2.42514, -1.07848, -0.88779], [2.46212, 1.25605, 0.12574], [1.34893, 0.69326, 1.26866], [-0.74758, 1.50068, 1.40116], [-0.91732, 2.61077, 0.00445]], "lowdin_charge": [-0.0105, -0.1395, -0.0944, -0.0946, 0.0056, -0.1574, -0.1660, -0.1929, 0.0769, 0.1230, 0.0956, 0.0644, 0.1029, 0.1130, 0.1540, 0.1200], "max_force_ha_per_bohr": 0.0944, "homo_ha": -0.3331, "smiles": "C1=C\\O/C=C\\COC/1", "homo_lumo_gap_ev": 10.158}

***

{"formula": "C6H8O2", "method": "the ωB97M-V functional and the def2-TZVPD basis", "species": ["C", "C", "O", "C", "C", "C", "O", "C", "H", "H", "H", "H", "H", "H", "H", "H"], "coordinates": [[-1.20649, 0.73897, 1.92217], [-0.18871, 0.96864, 0.80959], [0.03574, 1.45100, -0.54625], [0.85372, 0.31389, -0.87168], [1.20395, -0.73599, -1.91125], [0.18037, -0.98495, -0.80608], [-0.04545, -1.46949, 0.54020], [-0.85759, -0.32604, 0.87615], [-0.73885, 0.79934, 2.90508], [-2.25105, 1.05896, 1.88299], [0.77704, 0.93971, 1.31721], [1.73657, 0.33984, -0.23734], [2.24526, -1.03964, -1.86997], [0.77194, -0.80260, -2.91340], [-0.78169, -0.94243, -1.31997], [-1.73476, -0.30922, 0.22254]], "lowdin_charge": [0.0408, -0.2597, -0.0153, -0.2774, 0.0355, -0.2549, -0.0131, -0.2686, 0.1036, 0.1058, 0.1486, 0.1474, 0.1024, 0.1065, 0.1490, 0.1493], "max_force_ha_per_bohr": 0.0133, "homo_ha": -0.3391, "smiles": "C1[C@@H]2O[C@@H]3C[C@H]3O[C@@H]12", "homo_lumo_gap_ev": 10.277}

***

{"formula": "C6H8O2", "method": "the ωB97M-V functional and the def2-TZVPD basis", "species": ["O", "C", "C", "C", "O", "C", "C", "C", "H", "H", "H", "H", "H", "H", "H", "H"], "coordinates": [[0.51284, 1.49018, -1.14467], [0.03196, 0.66831, 0.02438], [-1.54868, 0.81908, 0.41641], [-2.19179, -0.19097, -0.04606], [-1.36085, -0.97386, -0.84919], [-0.19249, -0.71614, -0.20878], [1.20866, -1.16053, -0.48243], [1.62483, 0.12344, 0.52894], [0.10275, 2.36973, -1.02016], [-1.98304, 1.39339, 1.25011], [-3.38127, -0.14500, -0.00044], [-0.12491, -0.97174, 0.88887], [1.50659, -0.83963, -1.44413], [1.64927, -2.19878, -0.14511], [1.66700, -0.45069, 1.49047], [2.47913, 0.78319, 0.74178]], "lowdin_charge": [-0.0436, -0.2567, -0.0022, -0.1334, 0.0424, -0.5001, -0.0559, 0.0078, 0.0939, 0.1086, 0.1791, 0.1651, 0.0789, 0.1444, 0.0818, 0.0899], "max_force_ha_per_bohr": 0.1190, "homo_ha": -0.3456, "smiles": "O[C@@]12C=CO[C@H]1CC2", "homo_lumo_gap_ev": 10.274}

***

{"formula": "C6H8O2", "method": "the ωB97M-V functional and the def2-TZVPD basis", "species": ["C", "C", "O", "C", "C", "O", "C", "C", "H", "H", "H", "H", "H", "H", "H", "H"], "coordinates": [[-0.11051, -1.67042, 2.80397], [-0.87256, -2.07515, 1.75089], [-1.05453, -1.38856, 0.59010], [0.01648, -0.59885, 0.22853], [-0.12843, 0.62526, -0.26354], [1.00856, 1.37047, -0.59227], [0.92429, 1.98805, -1.83092], [0.00928, 1.76442, -2.76759], [0.52436, -0.74283, 2.79125], [-0.02552, -2.34379, 3.63912], [-1.43811, -2.97824, 1.86728], [0.97186, -1.09562, 0.38926], [-1.04964, 1.21835, -0.30102], [1.81835, 2.53472, -2.07782], [0.16868, 2.34464, -3.67637], [-0.76254, 1.04753, -2.55086]], "lowdin_charge": [0.0262, -0.2151, -0.0544, -0.1127, -0.1104, -0.0722, -0.2124, 0.0182, 0.0770, 0.0431, 0.1055, 0.1413, 0.1450, 0.1090, 0.0624, 0.0495], "max_force_ha_per_bohr": 0.0531, "homo_ha": -0.3214, "smiles": "C=CO/C=C/OC=C", "homo_lumo_gap_ev": 9.831}